1.
The following is a quantum chemistry calculation of a structure of composition C32H28BrGeI2LiN2O at a distorted geometry, from the Open Molecules 2025 dataset.

The geometry in XYZ format:
```
68
Properties=species:S:1:pos:R:3
Li -1.331 -0.901 0.496
Br 0.538 3.596 7.009
C -0.222 2.344 5.814
C -0.096 0.970 6.137
C -0.590 0.019 5.295
C -1.113 0.409 4.065
C -1.197 1.748 3.696
C -0.744 2.698 4.610
N -1.664 -0.498 3.170
C -2.352 -1.554 3.562
C -2.878 -2.504 2.638
C -3.863 -3.412 3.050
C -4.457 -4.270 2.201
C -3.985 -4.292 0.868
C -2.991 -3.318 0.560
N -2.464 -2.425 1.357
H 0.509 0.661 7.041
H -0.420 -1.066 5.436
H -1.676 1.970 2.704
H -0.790 3.732 4.324
H -2.669 -1.450 4.658
H -4.136 -3.400 4.140
H -5.196 -4.999 2.510
H -4.291 -5.013 0.106
H -2.648 -3.295 -0.466
C -1.392 -0.681 -1.675
Ge 0.432 0.162 -1.634
C 0.638 0.286 -3.680
C 1.249 -0.535 -4.585
C 0.999 -0.391 -5.965
C 0.246 0.655 -6.469
C -0.404 1.493 -5.531
C -0.203 1.299 -4.197
C 1.927 -1.149 -1.423
C 3.239 -0.941 -1.927
C 4.146 -1.925 -1.981
C 3.808 -3.194 -1.525
C 2.544 -3.432 -1.023
C 1.634 -2.392 -0.892
C 1.117 2.036 -1.343
C 0.317 2.960 -0.602
C 0.724 4.231 -0.429
C 1.968 4.711 -0.823
C 2.816 3.782 -1.394
C 2.429 2.482 -1.636
H -1.913 -1.154 -2.535
H 1.817 -1.455 -4.210
H 1.475 -1.055 -6.687
H 0.046 0.698 -7.586
H -1.095 2.342 -5.857
H -0.818 1.927 -3.497
H 3.530 0.017 -2.441
H 5.183 -1.735 -2.485
H 4.518 -4.027 -1.794
H 2.324 -4.486 -0.780
H 0.675 -2.533 -0.459
H -0.619 2.621 -0.164
H -0.035 4.991 -0.002
H 2.253 5.807 -0.642
H 3.907 4.031 -1.693
H 3.144 1.779 -2.156
I -2.930 0.920 -0.833
I -5.662 5.042 0.417
C 1.348 0.241 1.423
O 0.282 0.069 0.556
H 1.418 1.206 1.893
H 2.342 0.031 0.993
H 1.306 -0.485 2.292
```

Computed properties:
Charge ... -2
HOMO-LUMO gap ... 4.2 eV
Molecular weight ... 869.9 g mol⁻¹
Largest force on an atom ... 5.719 eV Å⁻¹

=====

2.
The following is a quantum chemistry calculation of a structure of composition C15H14AsIN4O2PdS5, from the Open Molecules 2025 dataset.

The geometry in XYZ format:
```
43
Properties=species:S:1:pos:R:3
Pd -0.947 -2.786 0.280
S 0.965 -7.111 2.168
As 0.310 -5.673 0.684
S 1.369 -3.822 0.530
S -1.750 -5.066 0.712
S 0.845 -7.249 -0.710
C 4.360 2.970 2.863
C 3.071 2.336 2.411
C 1.944 3.112 2.166
C 0.746 2.524 1.779
C 0.673 1.151 1.635
C 1.789 0.356 1.871
C 2.977 0.953 2.255
S -0.838 0.334 1.155
O -1.148 -0.571 2.231
O -1.804 1.379 0.871
N -0.408 -0.535 -0.114
C -0.296 0.022 -1.353
C -0.276 1.413 -1.630
C -0.138 1.844 -2.928
C -0.006 0.922 -3.963
C -0.016 -0.415 -3.605
N -0.160 -0.864 -2.365
H 4.479 3.969 2.440
H 5.219 2.369 2.565
H 4.388 3.067 3.952
H 2.003 4.190 2.273
H -0.137 3.120 1.585
H 1.717 -0.719 1.741
H 3.850 0.334 2.431
H -0.396 2.130 -0.833
H -0.132 2.909 -3.135
H 0.108 1.224 -4.996
H 0.096 -1.185 -4.366
I -5.092 1.780 -0.815
C -4.121 -0.025 -1.017
C -3.363 -0.428 -2.088
N -2.907 -1.654 -1.774
N -3.282 -2.047 -0.550
C -4.031 -1.066 -0.076
H -3.086 0.076 -2.999
H -2.131 -2.147 -2.200
H -4.442 -1.121 0.918
```

Computed properties:
Charge ... -2
HOMO-LUMO gap (spin up / spin down) ... 4.3 / 5.1 eV
Molecular weight ... 750.9 g mol⁻¹
Multiplicity ... 3
Largest force on an atom ... 0.718 eV Å⁻¹